Density functional theory data (ωB97M-V/def2-TZVPD) for a structure of composition C20H60KO10 in a non-equilibrium geometry.

```
91
Properties=species:S:1:pos:R:3:forces:R:3:mulliken_charge:R:1
K 0.154821 0.258762 0.051237 0.196 -0.160 0.038 0.0389
C -1.684515 2.028614 -3.529014 0.391 -0.988 0.567 -1.0324
C -2.094272 2.420849 -2.139386 -2.133 0.420 -0.722 0.1517
O -1.069497 2.425096 -1.227870 1.475 -0.002 1.197 0.4500
H -0.894255 2.613105 -4.000135 -0.425 0.387 -0.033 0.3477
H -2.579941 1.855735 -4.126031 0.243 0.231 -0.319 0.3732
H -1.231804 1.058738 -3.322837 0.143 -0.385 -0.594 0.0224
H -2.840398 1.706300 -1.791795 -0.213 -0.306 -0.096 -0.2805
H -2.617829 3.375264 -2.083819 -0.026 0.279 -0.285 0.4844
H -0.998612 3.348387 -0.974634 0.700 0.403 0.328 -0.1994
C -2.052139 -1.737440 -2.470857 0.428 -1.301 0.200 -0.7128
C -0.805835 -2.517561 -1.992206 -0.352 1.205 -0.285 -0.2593
O 0.360780 -1.693750 -2.144633 0.352 0.257 0.021 -0.2874
H -2.118073 -1.709494 -3.558505 0.102 0.280 0.063 0.4037
H -2.123323 -0.744219 -2.027527 0.187 -0.007 -0.072 -0.2733
H -2.896367 -2.323860 -2.108237 -0.311 0.146 -0.067 0.4574
H -0.618497 -3.421605 -2.571609 -0.527 -0.203 0.282 0.5846
H -0.920895 -2.700089 -0.923776 0.025 -0.512 0.025 -0.0234
H 1.049296 -2.234731 -2.538182 0.013 0.193 -0.056 0.1603
C 2.761129 -5.953491 1.266419 0.011 0.096 -0.583 -1.1312
C 3.226238 -5.026957 0.138464 -0.571 -0.583 0.452 -0.1424
O 2.103615 -4.217058 -0.242557 -0.224 0.217 0.266 -0.4477
H 1.961748 -6.603964 0.911479 -0.091 0.095 -0.058 0.2987
H 2.383146 -5.385231 2.116303 0.171 -0.020 0.078 0.1878
H 3.575901 -6.615267 1.560166 0.061 0.191 0.199 0.4048
H 3.519624 -5.642249 -0.712098 0.277 0.116 -0.042 0.4175
H 4.047563 -4.402340 0.489707 0.130 0.048 -0.162 0.1787
H 2.286324 -3.739807 -1.055238 0.203 -0.052 -0.015 0.1616
C -3.388000 0.549918 3.123925 0.258 -0.016 -0.303 -1.4030
C -2.995168 0.752379 1.661359 -0.621 -0.206 0.794 0.7101
O -2.311158 -0.413456 1.173600 0.415 0.689 -0.421 -0.2949
H -3.530541 1.520813 3.598418 -0.202 -0.126 0.134 0.3945
H -2.557263 0.035500 3.606979 0.053 0.126 0.186 0.2896
H -4.268823 -0.080079 3.247870 -0.095 0.135 -0.048 0.3939
H -2.366082 1.641495 1.618631 0.569 -0.378 -0.344 -0.2254
H -3.865006 0.988668 1.048455 -0.102 -0.142 -0.134 0.0272
H -2.910015 -1.163652 1.186860 -0.201 -0.011 0.045 0.1397
C -0.287796 4.889660 1.697947 -0.046 -0.480 0.435 -0.7523
C 0.598473 4.857545 0.473252 -0.439 1.629 0.757 0.0766
O -0.251865 5.158500 -0.613317 -0.340 -1.283 -1.537 -0.5895
H -0.868674 5.809699 1.762748 0.263 0.143 -0.001 0.3702
H 0.249712 4.726607 2.632078 0.031 0.055 0.046 0.3241
H -1.015270 4.085758 1.585593 -0.060 -0.113 0.145 -0.0102
H 1.071727 3.881511 0.366068 -0.156 0.008 -0.499 -0.1475
H 1.364223 5.632595 0.505008 0.332 -0.179 0.220 0.4320
H -0.463608 6.084880 -0.749675 0.342 0.056 0.441 0.2852
C 2.524853 0.277674 3.647952 0.444 0.658 -0.536 -0.9115
C 1.278290 1.177165 3.586608 1.298 -0.243 -0.009 -0.2682
O 1.150452 1.828780 2.290316 -0.544 -0.931 0.397 -0.1310
H 2.504254 -0.577175 2.972011 -0.557 -0.194 0.238 -0.0825
H 2.783402 -0.012269 4.666376 -0.255 -0.159 -0.010 0.4208
H 3.385272 0.827995 3.267273 0.164 0.363 0.207 0.4178
H 1.369391 1.970367 4.328656 -0.164 -0.120 0.195 0.3931
H 0.439042 0.533110 3.849174 -0.514 0.499 -0.589 0.1193
H 1.809163 2.526784 2.268193 0.068 0.041 0.033 0.1357
C 2.281670 2.779588 -2.752756 -1.204 -0.873 1.010 -0.6739
C 2.474382 1.559946 -3.640202 0.551 1.612 0.259 0.0174
O 2.694680 2.046371 -4.927002 0.499 -0.036 -1.349 -0.5414
H 1.326524 3.270862 -2.938347 0.087 0.137 -0.204 0.1822
H 3.073052 3.526105 -2.685458 0.184 -0.374 -0.448 0.4019
H 2.170221 2.298059 -1.781263 -0.008 0.418 0.591 -0.0085
H 1.592075 0.920523 -3.668086 0.020 -0.275 0.557 0.0229
H 3.375116 1.085469 -3.250780 -0.075 -0.657 -0.078 0.2920
H 3.305849 1.455214 -5.372647 -0.074 0.061 -0.288 0.3194
C -5.922643 1.178310 -1.345179 0.451 0.358 0.847 -1.2063
C -5.058231 -0.065649 -1.552098 -1.081 0.780 -1.236 0.8543
O -5.842915 -1.222159 -1.347434 0.530 -0.488 0.656 -0.5692
H -5.357760 2.074692 -1.601140 -0.101 0.120 -0.163 0.2393
H -6.206127 1.280704 -0.297678 0.189 -0.085 0.235 0.3070
H -6.890666 1.194034 -1.845951 0.262 -0.285 -0.559 0.4373
H -4.138305 -0.030088 -0.968522 -0.344 -0.422 0.507 -0.6310
H -4.717426 -0.085334 -2.587267 0.227 0.156 -0.281 0.2740
H -6.576578 -1.153000 -1.962704 -0.116 -0.133 0.008 0.3392
C 4.477744 -1.235848 0.819824 -0.485 -0.913 0.826 -0.9663
C 4.025755 0.060151 0.249653 0.823 0.535 -0.809 -0.2283
O 2.936856 -0.105451 -0.660450 -0.125 0.335 0.303 -0.0376
H 3.607919 -1.774090 1.196394 -0.074 0.185 0.653 -0.0521
H 5.208804 -1.038853 1.603953 -0.023 -0.296 0.100 0.3947
H 4.876797 -1.985013 0.136010 0.459 0.525 -0.533 0.4487
H 4.881801 0.529123 -0.235484 0.063 0.082 -0.548 0.3496
H 3.787659 0.816527 0.997523 -0.681 -0.412 0.161 0.1357
H 3.270502 -0.626396 -1.394557 -0.067 0.004 -0.147 0.1020
C -0.505510 -3.736551 2.470806 0.257 -0.225 0.851 -1.0668
C 0.629529 -2.790392 2.809577 -0.336 0.495 0.317 -0.3519
O 1.041097 -2.147390 1.610975 0.240 0.497 0.219 0.5790
H -0.836040 -4.313950 3.334211 -0.072 0.145 0.196 0.4294
H -0.153332 -4.488778 1.764957 -0.174 0.197 -0.364 0.2838
H -1.347433 -3.146900 2.108070 0.033 -0.238 -0.270 0.0408
H 1.457657 -3.220137 3.373150 0.306 -0.648 -0.455 0.3547
H 0.350486 -1.997970 3.504060 -0.580 0.176 -0.173 0.2845
H 1.373872 -2.844240 1.040659 0.262 -0.323 -0.561 -0.2034
```
Positions in Å, forces in eV/Å.

Values from the calculation:
- Highest occupied orbital energy: -12.2 eV
- 2S+1: 1
- LUMO energy: -0.083 Eh
- Total charge: +1
- Electronic energy: -2150.0981 a.u.
- Gap between HOMO and LUMO: 0.366 Ha



Density functional theory data (ωB97M-V/def2-TZVPD) for a cluster of 10 separate species, C20H60O10 in total in a non-equilibrium geometry.

```
90
Properties=species:S:1:pos:R:3:forces:R:3:mulliken_charge:R:1
C 0.973602 -5.013493 -1.520102 0.301 -0.487 0.567 -1.3784
C 1.376212 -3.553123 -1.680262 0.467 -1.154 -0.175 0.5726
O 1.179582 -3.136993 -3.021222 -0.776 0.890 -0.341 -0.6584
H 0.919912 -5.237963 -0.454822 0.076 -0.127 0.100 0.3288
H 1.692372 -5.705443 -1.959052 0.246 0.125 -0.035 0.3765
H 0.016122 -5.323313 -1.938842 -0.181 0.673 -0.110 0.3219
H 2.440122 -3.409853 -1.491402 0.054 -0.212 0.537 0.2281
H 0.834762 -2.959713 -0.943522 -0.262 0.431 -0.540 -0.1522
H 1.947522 -3.356393 -3.553892 -0.039 -0.036 0.101 0.3111
C 4.848142 -1.085193 -1.307122 -0.174 -1.384 -0.579 -0.5592
C 4.751352 0.367397 -1.616502 1.522 -0.559 -0.576 -0.3929
O 4.386142 1.057827 -0.476632 -1.307 1.177 0.880 -0.4693
H 3.832552 -1.458783 -1.176362 0.081 -0.367 0.131 -0.1777
H 5.485922 -1.460113 -0.506642 -0.183 0.890 0.548 0.1932
H 5.324722 -1.604463 -2.138592 -0.426 0.024 -0.511 0.4236
H 4.028652 0.543207 -2.413302 0.060 -0.062 -0.215 0.3402
H 5.739392 0.738057 -1.889432 0.082 0.039 -0.559 0.3757
H 4.377422 1.981587 -0.737742 -0.084 0.389 0.382 0.2389
C 0.916382 3.638037 2.017208 -0.747 0.330 -0.050 -0.4601
C 0.183422 4.956497 1.807648 0.938 0.298 -0.891 -0.3566
O 0.554522 5.809497 2.843488 -0.026 0.744 1.624 -0.5450
H 0.302002 3.084567 2.727358 0.285 -0.513 -0.104 0.0717
H 1.898042 3.783667 2.468018 -0.055 0.217 -0.080 0.4627
H 1.045292 3.105167 1.075118 -0.184 -0.200 0.198 0.0054
H -0.899948 4.855507 1.742778 -0.150 -0.318 0.036 0.2376
H 0.519862 5.504107 0.927288 -0.088 -0.568 -0.817 0.3135
H 0.158292 6.668307 2.679018 0.005 0.073 0.145 0.3094
C -4.610058 1.523467 1.274398 -0.039 -0.486 -0.186 -1.1665
C -4.617948 0.169177 0.490728 0.815 2.148 -0.102 0.2683
O -3.590058 -0.598673 1.036398 -0.196 0.058 0.789 -0.3789
H -3.815948 2.230597 1.034678 0.264 -0.298 -0.755 0.1098
H -4.377598 1.344797 2.324228 -0.714 -0.262 0.183 0.3308
H -5.538858 2.070397 1.112268 -0.130 -0.092 0.349 0.3635
H -4.375108 0.408837 -0.544502 0.013 0.097 -0.409 -0.1829
H -5.621498 -0.251693 0.428658 -0.068 -0.443 0.654 0.3578
H -3.492268 -1.447183 0.598138 0.146 -0.508 -0.396 0.3123
C -0.330568 -0.097653 -0.073062 0.440 -0.060 -1.669 -0.6603
C 1.038032 0.435727 -0.507292 -0.435 0.295 1.220 0.1085
O 1.751192 0.702617 0.692648 0.224 -0.063 -0.026 -0.3686
H -0.841398 -0.363423 -0.998552 -0.277 -0.237 0.045 -0.2943
H -0.991268 0.614517 0.421298 0.412 0.013 0.324 0.1830
H -0.182228 -1.020423 0.487828 -0.192 0.182 0.253 0.5364
H 1.019122 1.369017 -1.070062 -0.542 0.100 -0.351 0.2045
H 1.624262 -0.271763 -1.093712 -0.294 -0.430 -0.232 0.0576
H 2.643692 0.871227 0.381818 0.561 0.097 0.487 0.1858
C -5.136028 -3.469953 -0.702752 0.056 0.237 0.409 -1.0516
C -3.674568 -3.930413 -0.624842 -1.330 -0.832 -1.055 -0.0436
O -2.853178 -2.876033 -0.283462 0.599 0.628 1.028 -0.4546
H -5.851278 -4.286653 -0.800262 0.089 -0.034 -0.226 0.4210
H -5.312838 -2.697983 -1.451682 0.147 -0.281 -0.418 0.1669
H -5.387658 -2.946473 0.219608 0.064 -0.184 0.356 0.2153
H -3.300518 -4.288833 -1.583862 -0.394 -0.352 -0.304 0.2885
H -3.605338 -4.786803 0.045898 0.213 0.204 0.427 0.3180
H -2.429138 -2.606113 -1.101342 0.634 0.472 -0.252 0.1838
C -1.385538 0.418477 4.844018 -0.587 -0.998 -1.017 -1.3410
C -0.917608 0.222277 3.407278 0.686 -0.282 0.398 0.3843
O 0.511202 0.259617 3.367738 -0.486 0.546 0.072 -0.5995
H -1.120818 -0.435473 5.467548 0.421 0.269 0.174 0.3288
H -2.466708 0.336937 4.732128 -0.295 0.442 0.483 0.3764
H -1.072918 1.382357 5.245648 -0.043 -0.193 0.050 0.3139
H -1.438978 0.963117 2.801118 0.446 0.491 -0.280 -0.0401
H -1.204788 -0.726073 2.953128 -0.489 -0.265 0.397 0.2391
H 0.773172 0.531927 2.485228 0.399 -0.029 -0.304 0.2999
C 7.569402 -0.091593 2.985348 0.193 -0.560 0.124 -1.2868
C 6.638892 -0.203303 1.825108 -1.011 0.987 -1.038 -0.0248
O 5.983062 1.078197 1.643608 0.728 -0.422 1.110 -0.5614
H 8.378712 0.565897 2.667808 0.000 0.183 0.639 0.2983
H 7.976822 -1.070123 3.239468 0.260 -0.113 -0.273 0.3761
H 7.047682 0.197427 3.897698 0.071 0.570 -0.196 0.3234
H 5.924132 -1.020823 1.919428 -0.288 0.033 0.298 0.2702
H 7.178242 -0.390653 0.896618 0.399 -0.280 -0.043 0.2124
H 5.271502 1.038767 1.000388 0.096 -0.454 -0.155 0.4252
C -1.292568 3.588587 -1.076542 -0.501 -0.163 0.317 -0.8962
C -2.381928 2.804247 -1.828052 0.523 1.330 1.227 0.4311
O -2.543428 3.427517 -3.067712 0.367 0.079 -1.426 -0.5861
H -1.133898 3.150287 -0.091242 0.020 -0.151 0.051 -0.0774
H -1.636798 4.608497 -0.905112 0.130 0.086 -0.161 0.4562
H -0.327678 3.604797 -1.583322 -0.127 -0.034 -0.224 0.3352
H -3.319278 2.972807 -1.297892 0.000 -0.717 0.462 0.3052
H -2.056418 1.764047 -1.839382 -0.455 -0.296 -0.430 -0.3455
H -3.444418 3.374657 -3.394852 0.014 -0.218 0.178 0.3542
C -3.510998 -0.993633 -3.247882 0.517 -0.192 -0.371 -0.5807
C -2.015048 -1.099623 -3.459052 -0.047 -0.395 -0.116 -0.2400
O -1.504468 -2.096143 -2.574432 -0.248 0.267 0.212 -0.3923
H -3.679668 -0.761193 -2.196402 -0.230 0.082 -0.081 -0.3850
H -3.986438 -1.940913 -3.502302 -0.101 0.008 0.093 0.3792
H -3.909148 -0.215733 -3.899372 -0.135 0.061 0.170 0.4567
H -1.557908 -0.125853 -3.283322 0.217 0.103 0.148 0.2953
H -1.715158 -1.440703 -4.449932 -0.410 0.339 -0.383 0.4182
H -0.603518 -2.267543 -2.858172 0.463 -0.394 0.084 0.1058
```
Positions in Å, forces in eV/Å.

Values from the calculation:
- Highest occupied orbital energy: -9.1 eV
- 2S+1: 1
- LUMO energy: 0.006 Eh
- Total charge: 0
- Electronic energy: -1550.2663 a.u.
- Energy above the lowest of the compared OMol25 structures with the same formula, charge and spin: 183.7 kJ/mol
- Gap between HOMO and LUMO: 0.342 Ha
- SMILES: CCO.CCO.CCO.CCO.CCO.CCO.CCO.CCO.CCO.CCO